{"formula": "C21H42BClIO12PS", "method": "ωB97M-V/def2-TZVPD", "homo_lumo_gap_ev": 8.32, "smiles": "C#C[C@@](CCCCS(=O)(=O)Cl)(OC(=O)P(O)I)B(C)O.COCCOCCOC.COCCOCCOC", "e_homo_ha": -0.3344, "total_charge": 0, "energy_ev": -88442.7817, "species": ["C", "C", "C", "C", "C", "C", "C", "S", "O", "O", "Cl", "O", "C", "O", "P", "O", "I", "B", "C", "O", "H", "H", "H", "H", "H", "H", "H", "H", "H", "H", "H", "H", "H", "H", "C", "O", "C", "C", "O", "C", "C", "O", "C", "H", "H", "H", "H", "H", "H", "H", "H", "H", "H", "H", "H", "H", "H", "C", "O", "C", "C", "O", "C", "C", "O", "C", "H", "H", "H", "H", "H", "H", "H", "H", "H", "H", "H", "H", "H", "H"], "coordinates": [[4.08, 3.96, 2.62], [3.76, 3.63, 1.38], [3.72, 3.33, -0.20], [3.01, 4.55, -1.05], [1.70, 5.16, -0.33], [2.03, 6.40, 0.68], [0.65, 6.69, 1.53], [0.88, 6.56, 3.37], [2.31, 6.64, 3.83], [0.27, 5.26, 3.84], [-0.27, 8.10, 4.22], [5.02, 3.12, -0.83], [6.08, 3.01, 0.14], [6.36, 1.95, 0.81], [7.28, 4.50, 0.50], [7.45, 4.50, 2.24], [6.19, 6.64, -0.04], [2.88, 1.91, -0.40], [3.49, 0.56, -1.05], [1.48, 1.82, 0.07], [4.21, 4.45, 3.66], [2.64, 4.08, -2.05], [3.74, 5.38, -1.32], [1.02, 4.36, 0.17], [1.05, 5.62, -1.18], [2.29, 7.32, 0.01], [2.94, 6.23, 1.36], [0.21, 7.72, 1.20], [-0.15, 5.88, 1.25], [6.73, 5.14, 2.52], [4.58, 0.64, -1.43], [3.49, -0.30, -0.26], [2.78, 0.18, -1.89], [0.91, 2.29, -0.58], [1.68, -2.79, 0.58], [1.47, -3.35, -0.70], [1.87, -4.71, -0.77], [1.26, -5.39, -2.00], [-0.09, -5.80, -1.79], [-1.06, -4.75, -1.79], [-1.36, -4.21, -3.19], [-0.35, -3.27, -3.58], [-0.34, -3.06, -4.98], [2.74, -2.84, 0.85], [1.37, -1.74, 0.56], [1.07, -3.31, 1.33], [1.56, -5.24, 0.13], [2.97, -4.73, -0.85], [1.82, -6.31, -2.19], [1.35, -4.77, -2.89], [-0.79, -3.95, -1.09], [-1.98, -5.20, -1.40], [-2.32, -3.68, -3.18], [-1.40, -5.04, -3.90], [-0.09, -3.99, -5.50], [0.43, -2.32, -5.20], [-1.31, -2.68, -5.32], [-8.04, -2.65, 0.43], [-6.74, -2.78, 0.98], [-6.11, -3.99, 0.55], [-4.60, -3.91, 0.80], [-3.91, -3.18, -0.22], [-4.06, -1.76, -0.18], [-3.27, -1.11, 0.95], [-3.97, -1.21, 2.18], [-3.13, -1.00, 3.30], [-8.68, -3.49, 0.73], [-8.48, -1.72, 0.81], [-7.99, -2.58, -0.66], [-6.29, -4.16, -0.52], [-6.53, -4.81, 1.13], [-4.20, -4.92, 0.75], [-4.37, -3.52, 1.79], [-5.12, -1.48, -0.15], [-3.66, -1.40, -1.13], [-3.13, -0.04, 0.73], [-2.28, -1.59, 1.03], [-2.35, -1.77, 3.34], [-3.73, -1.07, 4.20], [-2.67, -0.01, 3.25]], "lowdin_charge": [0.133, -0.009, -0.319, -0.112, -0.196, -0.202, -0.256, 0.438, -0.402, -0.404, 0.324, -0.116, -0.538, 0.020, 0.587, -0.414, 0.438, -0.314, -0.010, 0.030, 0.087, 0.137, 0.065, 0.116, 0.127, 0.124, 0.075, 0.113, 0.118, 0.013, 0.070, 0.087, 0.095, 0.098, -0.112, -0.207, -0.195, -0.174, -0.136, -0.171, -0.190, -0.208, -0.113, 0.087, 0.083, 0.085, 0.128, 0.124, 0.125, 0.119, 0.119, 0.122, 0.123, 0.127, 0.087, 0.086, 0.085, -0.111, -0.206, -0.195, -0.170, -0.150, -0.169, -0.193, -0.206, -0.107, 0.086, 0.089, 0.085, 0.127, 0.125, 0.125, 0.121, 0.120, 0.124, 0.125, 0.124, 0.086, 0.088, 0.087]}

=====

{"formula": "C4H5N3", "method": "ωB97M-V/def2-TZVPD", "homo_lumo_gap_ev": 8.83, "e_homo_ha": -0.3208, "total_charge": 0, "energy_ev": -8693.6288, "species": ["C", "C", "C", "C", "H", "H", "H", "H", "H", "N", "N", "N"], "coordinates": [[0.62, -0.32, 0.01], [0.15, 0.88, -0.28], [-1.30, 0.81, -0.21], [-1.66, -0.58, -0.09], [2.21, 1.14, 0.78], [0.76, 1.88, -0.09], [-2.32, 1.41, 0.34], [-2.66, -1.10, -0.09], [-0.05, -2.24, -0.03], [2.72, 0.14, -0.07], [1.96, -0.82, -0.26], [-0.43, -1.21, -0.02]], "lowdin_charge": [-0.424, -0.140, -0.114, -0.130, 0.182, 0.123, 0.173, 0.122, 0.199, 0.002, -0.014, 0.020]}

=====

{"formula": "C35H43AsBBeF6N7O8", "method": "ωB97M-V/def2-TZVPD", "homo_lumo_gap_ev": [4.30, 9.29], "multiplicity": 2, "e_homo_ha": [-0.0839, -0.2683], "total_charge": -1, "energy_ev": -142031.7789, "species": ["Be", "O", "C", "O", "B", "O", "C", "O", "O", "C", "O", "C", "O", "O", "As", "F", "F", "F", "F", "F", "F", "N", "C", "C", "C", "C", "C", "H", "H", "H", "H", "H", "N", "C", "C", "C", "C", "C", "H", "H", "H", "H", "H", "N", "C", "C", "C", "C", "C", "H", "H", "H", "H", "H", "C", "C", "C", "C", "N", "H", "H", "H", "H", "H", "H", "H", "C", "C", "C", "C", "N", "H", "H", "H", "H", "H", "H", "H", "C", "C", "C", "C", "N", "H", "H", "H", "H", "H", "H", "H", "C", "C", "C", "C", "N", "H", "H", "H", "H", "H", "H", "H"], "coordinates": [[0.25, 0.19, 0.33], [3.84, 3.71, 2.30], [2.97, 4.36, 1.73], [2.96, 5.71, 1.55], [1.63, 6.10, 0.93], [0.98, 4.81, 0.56], [1.74, 3.82, 0.95], [1.39, 2.63, 0.79], [1.85, 6.93, -0.24], [1.13, 7.95, -0.23], [1.08, 8.77, -1.12], [0.43, 7.98, 1.17], [0.78, 6.91, 1.79], [-0.25, 8.92, 1.66], [0.55, -2.69, -2.88], [-1.24, -2.79, -2.89], [0.46, -1.35, -1.67], [2.33, -2.48, -2.86], [0.79, -4.01, -4.15], [0.35, -1.46, -4.20], [0.64, -3.93, -1.56], [1.16, 0.20, 2.76], [0.65, -0.45, 3.85], [1.35, -0.74, 5.04], [2.68, -0.26, 5.09], [3.20, 0.51, 4.05], [2.41, 0.75, 2.92], [-0.40, -0.69, 3.73], [0.91, -1.36, 5.80], [3.36, -0.31, 5.93], [4.19, 0.94, 4.11], [2.85, 1.21, 2.04], [-1.59, 1.07, 1.80], [-1.61, 2.38, 2.07], [-2.59, 3.04, 2.87], [-3.63, 2.27, 3.39], [-3.67, 0.93, 3.09], [-2.58, 0.35, 2.35], [-0.71, 2.89, 1.76], [-2.50, 4.10, 3.06], [-4.44, 2.66, 3.98], [-4.43, 0.29, 3.52], [-2.61, -0.73, 2.29], [-0.94, 1.95, -1.38], [-1.25, 3.28, -1.26], [-1.93, 4.05, -2.14], [-2.20, 3.51, -3.40], [-1.76, 2.21, -3.70], [-1.21, 1.45, -2.63], [-1.10, 3.72, -0.29], [-2.20, 5.09, -2.01], [-2.73, 4.13, -4.10], [-1.78, 1.86, -4.72], [-0.97, 0.43, -2.92], [2.88, -3.73, 2.88], [4.02, -3.81, 1.83], [3.58, -3.46, 0.40], [2.97, -2.14, 0.44], [2.45, -1.10, 0.47], [2.03, -4.35, 2.60], [2.47, -2.73, 2.98], [3.28, -4.02, 3.85], [4.39, -4.83, 1.83], [4.90, -3.25, 2.17], [2.77, -4.10, 0.06], [4.42, -3.38, -0.30], [-5.61, -2.07, -0.27], [-4.92, -2.77, -1.40], [-4.01, -1.83, -2.13], [-2.97, -1.25, -1.25], [-2.11, -0.84, -0.59], [-6.00, -1.09, -0.56], [-4.89, -1.98, 0.54], [-6.52, -2.56, 0.08], [-5.68, -3.07, -2.13], [-4.57, -3.73, -1.03], [-4.60, -0.98, -2.46], [-3.61, -2.25, -3.05], [-0.16, -6.21, 0.86], [-1.54, -5.71, 1.22], [-1.90, -4.28, 0.74], [-1.01, -3.14, 1.12], [-0.34, -2.22, 1.35], [-0.09, -6.44, -0.20], [0.14, -7.02, 1.52], [0.56, -5.44, 1.14], [-1.61, -5.79, 2.30], [-2.27, -6.44, 0.87], [-2.88, -3.96, 1.09], [-1.99, -4.21, -0.35], [1.75, 2.24, -5.52], [2.45, 0.86, -5.25], [3.38, 0.79, -4.06], [2.65, 0.93, -2.82], [2.09, 1.01, -1.82], [2.47, 2.93, -5.96], [1.44, 2.66, -4.56], [0.97, 2.13, -6.27], [2.98, 0.49, -6.13], [1.76, 0.04, -5.06], [4.17, 1.54, -4.12], [3.76, -0.23, -3.98]], "lowdin_spin": [0.407, 0.000, 0.000, 0.000, 0.000, 0.000, 0.002, 0.043, 0.000, 0.000, 0.000, 0.000, 0.000, 0.000, 0.011, 0.006, 0.060, 0.007, 0.001, 0.007, 0.006, 0.048, 0.004, 0.001, 0.000, 0.001, 0.004, 0.001, 0.000, 0.000, 0.000, 0.001, 0.058, 0.005, 0.002, 0.000, 0.002, 0.005, 0.001, 0.000, 0.000, 0.000, 0.001, 0.057, 0.003, 0.001, -0.001, 0.001, 0.006, 0.000, 0.000, 0.000, 0.000, 0.001, 0.000, 0.000, 0.003, 0.016, 0.071, 0.000, 0.000, 0.000, 0.000, 0.000, 0.001, 0.000, 0.000, 0.000, 0.001, 0.006, 0.044, 0.000, 0.000, 0.000, 0.000, 0.000, 0.000, 0.000, 0.000, 0.001, 0.003, 0.018, 0.045, 0.000, 0.000, 0.000, 0.000, 0.000, 0.000, 0.001, 0.000, 0.000, 0.000, 0.003, 0.030, 0.000, 0.000, 0.000, 0.000, 0.000, 0.000, 0.000]}